(1)
Computed, not measured: a structure of composition C23H24ClCuNO7S2, with the ωB97M-V functional and the def2-TZVPD basis.

Element x y z (Å)
1 Cu -1.23 0.62 -0.18
2 O -3.12 -3.55 -6.13
3 C -3.65 -4.06 -4.98
4 O -4.29 -5.08 -5.06
5 C -3.40 -3.30 -3.74
6 C -4.18 -3.57 -2.62
7 C -4.01 -2.87 -1.45
8 C -3.02 -1.86 -1.33
9 S -2.82 -1.03 0.18
10 C -2.21 -1.63 -2.46
11 C -2.41 -2.32 -3.63
12 H -2.75 -2.68 -5.93
13 H -4.95 -4.33 -2.70
14 H -4.64 -3.07 -0.59
15 H -1.43 -0.88 -2.40
16 H -1.73 -2.11 -4.45
17 O -2.07 1.52 -1.96
18 Cl -3.10 2.58 -1.94
19 O -4.35 2.02 -2.37
20 O -2.68 3.62 -2.84
21 O -3.20 3.08 -0.60
22 O -0.61 0.81 1.70
23 S 0.89 1.19 1.50
24 C 1.09 1.07 3.52
25 C 0.41 0.20 4.38
26 C 0.65 0.23 5.75
27 C 1.56 1.13 6.29
28 C 2.23 2.01 5.45
29 C 1.99 1.97 4.08
30 C 1.85 -0.34 1.48
31 C 3.22 -0.32 1.68
32 C 3.94 -1.51 1.68
33 C 3.28 -2.72 1.48
34 C 1.90 -2.73 1.29
35 C 1.19 -1.54 1.28
36 H -0.31 -0.49 3.96
37 H 0.11 -0.45 6.41
38 H 1.74 1.15 7.36
39 H 2.94 2.72 5.86
40 H 2.51 2.66 3.41
41 H 3.73 0.62 1.85
42 H 5.01 -1.49 1.84
43 H 3.84 -3.65 1.48
44 H 1.38 -3.66 1.13
45 H 0.11 -1.53 1.12
46 C 2.78 2.12 -0.81
47 C 1.26 2.10 -1.09
48 C 1.08 1.78 -2.57
49 C 0.68 3.50 -0.81
50 N 0.61 1.06 -0.30
51 H 3.27 2.83 -1.48
52 H 3.20 1.13 -0.96
53 H 2.98 2.43 0.22
54 H 1.59 2.52 -3.20
55 H 0.02 1.77 -2.84
56 H 1.50 0.79 -2.78
57 H 1.18 4.27 -1.40
58 H 0.80 3.75 0.25
59 H -0.38 3.51 -1.05

Calculated values
Total charge: -2
HOMO level (spin up / spin down), eV: -1.71 / -1.55
Gap between HOMO and LUMO (spin up / spin down), Eh: 0.229 / 0.224
Lowest unoccupied orbital energy (spin up / spin down), eV: 4.5 / 4.5
Energy above the lowest of the compared OMol25 structures with the same formula, charge and spin, kJ/mol: 0.00
Spin multiplicity: 2



(2)
Computed, not measured: a structure of composition C23H24F4N5Ti at a distorted geometry, with the ωB97M-V functional and the def2-TZVPD basis.

Element x y z (Å)
1 Ti -0.47 0.25 -0.01
2 C -0.82 3.79 -1.56
3 C -0.12 2.47 -1.28
4 N 0.25 2.16 0.12
5 C 1.64 2.56 0.48
6 C 1.88 4.05 0.66
7 C -0.75 2.56 1.15
8 C -0.68 1.55 2.35
9 N -0.14 0.29 1.82
10 C 1.07 -0.21 2.29
11 C 2.03 -0.58 1.35
12 F 1.74 -0.25 0.02
13 C 3.26 -1.11 1.68
14 F 4.11 -1.44 0.71
15 C 3.59 -1.26 3.01
16 C 2.68 -0.85 3.97
17 F 2.98 -0.97 5.25
18 C 1.43 -0.34 3.62
19 F 0.56 0.00 4.57
20 H -1.32 3.75 -2.53
21 H -0.10 4.60 -1.59
22 H -1.58 4.03 -0.81
23 H 0.79 2.42 -1.89
24 H -0.78 1.62 -1.63
25 H 2.30 2.19 -0.31
26 H 1.91 2.05 1.40
27 H 1.61 4.63 -0.23
28 H 2.94 4.20 0.83
29 H 1.36 4.46 1.52
30 H -1.75 2.52 0.71
31 H -0.57 3.57 1.50
32 H -1.68 1.40 2.75
33 H -0.05 1.94 3.15
34 H 4.55 -1.68 3.30
35 C -5.84 2.20 0.18
36 C -5.70 1.14 1.07
37 C -4.55 0.38 1.08
38 C -3.52 0.67 0.17
39 C -3.67 1.73 -0.73
40 C -4.82 2.49 -0.72
41 N -2.34 -0.10 0.13
42 N -2.48 -1.35 0.50
43 C -1.45 -2.18 0.18
44 C -1.53 -3.54 0.48
45 C -0.54 -4.38 0.01
46 C 0.49 -3.86 -0.77
47 C 0.53 -2.51 -1.02
48 N -0.40 -1.66 -0.54
49 H -6.74 2.80 0.18
50 H -6.49 0.92 1.77
51 H -4.42 -0.44 1.77
52 H -2.92 1.90 -1.49
53 H -4.95 3.29 -1.43
54 H -2.37 -3.89 1.06
55 H -0.58 -5.44 0.22
56 H 1.26 -4.50 -1.18
57 H 1.32 -2.08 -1.62

Calculated values
Total charge: +2
HOMO level (spin up / spin down), eV: -14.15 / -14.71
Gap between HOMO and LUMO (spin up / spin down), Eh: 0.225 / 0.231
Lowest unoccupied orbital energy (spin up / spin down), eV: -8.0 / -8.4
Energy above the lowest of the compared OMol25 structures with the same formula, charge and spin, kJ/mol: 123.82
Spin multiplicity: 2



(3)
Computed, not measured: a structure of composition C23H24F6N3OSbY, with the ωB97M-V functional and the def2-TZVPD basis.

Element x y z (Å)
1 Y -0.17 -0.56 -0.04
2 C 0.39 3.40 2.58
3 C 0.27 2.02 2.06
4 N 0.14 1.72 0.78
5 N 0.06 2.74 -0.05
6 C -0.11 2.27 -1.36
7 O -0.02 1.03 -1.59
8 C -0.41 3.24 -2.37
9 C -0.67 2.81 -3.68
10 C -1.00 3.73 -4.65
11 C -1.07 5.08 -4.32
12 C -0.81 5.52 -3.02
13 C -0.48 4.61 -2.04
14 C 0.25 0.86 2.97
15 C 0.32 1.03 4.34
16 C 0.23 -0.08 5.17
17 C 0.06 -1.32 4.59
18 C 0.00 -1.41 3.21
19 N 0.11 -0.36 2.40
20 H 0.46 4.12 1.78
21 H 1.26 3.47 3.23
22 H -0.49 3.63 3.19
23 H -0.62 1.75 -3.91
24 H -1.20 3.41 -5.66
25 H -1.33 5.80 -5.08
26 H -0.87 6.58 -2.78
27 H -0.28 4.94 -1.04
28 H 0.44 2.02 4.77
29 H 0.28 0.03 6.24
30 H -0.04 -2.22 5.19
31 H -0.15 -2.37 2.73
32 C 0.15 -2.88 -3.29
33 C 0.71 -2.81 -1.91
34 C 1.67 -1.83 -1.58
35 C 2.24 -1.76 -0.31
36 C 3.28 -0.71 0.02
37 C 1.81 -2.67 0.67
38 C 0.87 -3.66 0.37
39 C 0.45 -4.67 1.40
40 C 0.33 -3.70 -0.92
41 H -0.12 -1.89 -3.66
42 H -0.74 -3.51 -3.33
43 H 0.89 -3.29 -3.98
44 H 1.97 -1.11 -2.33
45 H 3.04 0.26 -0.43
46 H 4.24 -1.01 -0.39
47 H 3.40 -0.59 1.09
48 H 2.25 -2.64 1.66
49 H -0.63 -4.64 1.55
50 H 0.96 -4.52 2.35
51 H 0.69 -5.68 1.05
52 H -0.42 -4.46 -1.15
53 F -1.66 -2.18 0.78
54 Sb -3.29 -1.44 -0.08
55 F -1.90 -1.21 -1.46
56 F -3.73 -3.12 -0.72
57 F -4.49 -0.43 -1.04
58 F -4.21 -1.51 1.52
59 F -2.32 0.17 0.52

Calculated values
Total charge: +2
HOMO level (spin up / spin down), eV: -14.99 / -15.13
Gap between HOMO and LUMO (spin up / spin down), Eh: 0.283 / 0.219
Lowest unoccupied orbital energy (spin up / spin down), eV: -7.3 / -9.2
Energy above the lowest of the compared OMol25 structures with the same formula, charge and spin, kJ/mol: 38.37
Spin multiplicity: 2



(4)
Computed, not measured: a structure of composition C23H24FN2O2PdSi at a distorted geometry, with the ωB97M-V functional and the def2-TZVPD basis.

Element x y z (Å)
1 Pd 0.45 0.13 0.65
2 C -1.59 -2.39 1.04
3 Si -0.92 -2.20 -0.70
4 C -1.06 -3.98 -1.35
5 C -2.10 -1.19 -1.75
6 N 0.64 -1.48 -0.68
7 C 1.72 -1.71 -1.51
8 C 1.79 -2.77 -2.44
9 C 2.90 -3.01 -3.23
10 C 4.02 -2.20 -3.15
11 C 3.99 -1.14 -2.26
12 C 2.88 -0.92 -1.47
13 F 2.94 0.13 -0.61
14 H -2.66 -2.64 0.98
15 H -1.50 -1.52 1.70
16 H -1.08 -3.22 1.53
17 H -2.03 -4.36 -1.04
18 H -0.30 -4.63 -0.93
19 H -1.01 -4.05 -2.43
20 H -3.14 -1.42 -1.54
21 H -1.92 -1.41 -2.81
22 H -1.95 -0.13 -1.61
23 H 0.94 -3.42 -2.53
24 H 2.87 -3.85 -3.92
25 H 4.89 -2.38 -3.77
26 H 4.83 -0.47 -2.13
27 C -4.12 3.03 -0.36
28 C -3.81 1.84 0.33
29 C -2.53 1.38 0.38
30 C -1.47 2.08 -0.26
31 C -0.11 1.65 -0.26
32 C 0.87 2.39 -0.87
33 C 0.54 3.60 -1.52
34 C -0.75 4.04 -1.57
35 C -1.78 3.29 -0.94
36 C -3.13 3.74 -0.97
37 H -5.14 3.39 -0.39
38 H -4.60 1.29 0.83
39 H -2.29 0.48 0.93
40 H 1.89 2.05 -0.87
41 H 1.32 4.18 -2.00
42 H -1.02 4.95 -2.08
43 H -3.35 4.66 -1.50
44 O 3.72 -0.32 3.67
45 C 2.60 0.14 3.77
46 C 2.06 0.76 5.07
47 C 0.62 1.14 4.73
48 C 0.56 0.81 3.25
49 O -0.38 1.06 2.47
50 N 1.65 0.21 2.79
51 H 2.67 1.63 5.32
52 H 2.16 0.05 5.89
53 H 0.36 2.19 4.89
54 H -0.13 0.54 5.25

Calculated values
Total charge: -1
HOMO level, eV: -4.24
Gap between HOMO and LUMO, Eh: 0.265
Lowest unoccupied orbital energy, eV: 3.0
Energy above the lowest of the compared OMol25 structures with the same formula, charge and spin, kJ/mol: 95.43
Spin multiplicity: 1



(5)
Computed, not measured: the molecule C23H24N2O5, with the ωB97M-V functional and the def2-TZVPD basis.

Element x y z (Å)
1 C 5.71 -3.64 -4.08
2 C 5.47 -3.85 -2.80
3 C 4.59 -4.94 -2.27
4 O 3.94 -4.60 -1.06
5 C 3.00 -3.64 -1.05
6 C 2.42 -3.37 0.19
7 C 1.44 -2.41 0.33
8 C 1.01 -1.69 -0.79
9 C -0.06 -0.69 -0.69
10 O -1.02 -0.72 -1.64
11 C -0.15 0.24 0.29
12 C 0.84 0.59 1.30
13 O 1.95 0.13 1.47
14 C 0.21 1.72 2.12
15 O 0.69 2.30 3.07
16 N -1.01 1.95 1.59
17 C -1.90 2.96 2.11
18 C -2.63 2.50 3.38
19 C -3.56 1.31 3.10
20 O -4.19 0.79 4.25
21 C -5.16 1.62 4.83
22 C -1.30 1.21 0.38
23 C -1.33 2.12 -0.83
24 C -2.40 2.12 -1.71
25 C -2.35 2.97 -2.81
26 N -1.35 3.79 -3.05
27 C -0.34 3.80 -2.20
28 C -0.27 2.99 -1.08
29 C 1.58 -1.97 -2.03
30 C 2.57 -2.92 -2.17
31 H 6.37 -2.87 -4.42
32 H 5.25 -4.25 -4.85
33 H 5.93 -3.24 -2.04
34 H 3.86 -5.26 -3.03
35 H 5.20 -5.81 -2.01
36 H 2.75 -3.94 1.05
37 H 1.00 -2.22 1.29
38 H -0.85 -1.44 -2.26
39 H -1.30 3.84 2.37
40 H -2.62 3.24 1.33
41 H -3.20 3.34 3.77
42 H -1.89 2.20 4.12
43 H -2.99 0.47 2.71
44 H -4.32 1.61 2.36
45 H -4.73 2.51 5.31
46 H -5.89 1.95 4.08
47 H -5.67 1.02 5.58
48 H -2.26 0.69 0.46
49 H -3.24 1.46 -1.56
50 H -3.16 2.99 -3.53
51 H 0.47 4.49 -2.43
52 H 0.58 3.03 -0.41
53 H 1.28 -1.40 -2.90
54 H 3.01 -3.08 -3.13

Calculated values
HOMO level, eV: -8.69
Gap between HOMO and LUMO, Eh: 0.307
Lowest unoccupied orbital energy, eV: -0.3
Energy above the lowest of the compared OMol25 structures with the same formula, charge and spin, kJ/mol: 352.59
Spin multiplicity: 1



(6)
Computed, not measured: the molecule C23H24N6O3S at a distorted geometry, with the ωB97M-V functional and the def2-TZVPD basis.

Element x y z (Å)
1 O 1.88 4.37 3.29
2 C 1.57 3.21 3.17
3 N 0.56 2.86 2.23
4 C 0.08 1.62 1.97
5 C -0.95 1.50 0.88
6 C -0.23 1.56 -0.49
7 C 0.12 0.16 -0.96
8 N -1.11 -0.55 -1.24
9 S -1.10 -1.94 -2.12
10 O 0.24 -2.17 -2.58
11 O -1.78 -2.99 -1.42
12 C -2.13 -1.49 -3.57
13 C -1.83 -0.07 -3.88
14 C -2.75 0.94 -3.62
15 C -2.42 2.27 -3.84
16 C -1.17 2.60 -4.33
17 C -0.25 1.60 -4.60
18 C -0.58 0.28 -4.38
19 C -2.23 -0.31 -0.34
20 C -1.74 0.19 1.01
21 N 0.50 0.56 2.57
22 C 1.47 0.78 3.48
23 C 2.04 2.02 3.82
24 N 2.98 1.79 4.77
25 N 3.02 0.54 5.00
26 N 2.12 -0.11 4.25
27 C 1.96 -1.54 4.28
28 C 1.87 -2.06 2.87
29 C 0.68 -2.58 2.37
30 C 0.59 -2.99 1.05
31 C 1.69 -2.87 0.22
32 C 2.88 -2.36 0.71
33 C 2.97 -1.96 2.03
34 H 0.17 3.65 1.72
35 H -1.63 2.36 0.95
36 H 0.67 2.16 -0.42
37 H -0.89 2.02 -1.23
38 H 0.69 0.18 -1.89
39 H 0.72 -0.35 -0.20
40 H -3.17 -1.65 -3.28
41 H -1.84 -2.17 -4.36
42 H -3.73 0.68 -3.25
43 H -3.15 3.04 -3.64
44 H -0.91 3.64 -4.50
45 H 0.73 1.86 -4.98
46 H 0.14 -0.51 -4.58
47 H -2.90 0.44 -0.80
48 H -2.77 -1.25 -0.23
49 H -2.59 0.33 1.68
50 H -1.08 -0.56 1.45
51 H 1.05 -1.79 4.84
52 H 2.82 -1.94 4.81
53 H -0.18 -2.66 3.02
54 H -0.33 -3.38 0.65
55 H 1.61 -3.17 -0.82
56 H 3.74 -2.27 0.06
57 H 3.89 -1.55 2.41

Calculated values
HOMO level, eV: -9.16
Gap between HOMO and LUMO, Eh: 0.349
Lowest unoccupied orbital energy, eV: 0.3
Energy above the lowest of the compared OMol25 structures with the same formula, charge and spin, kJ/mol: 283.63
Spin multiplicity: 1



Which formula does entry 5 have?
C23H24N2O5